135
Properties=species:S:1:pos:R:3:forces:R:3 method="wB97M-V/def2-TZVPD" smiles="C=CCc1c(CCCNCc2ccccc2O)cc2c(c1[PH2]=O)C(=O)C=C(CCCCCOCC)C2=O.CCOCC.CCOCC.CCOCC.CCOCC" charge=0 energy_ha=-2871.667160 homo_ev=-8.0
H 2.42246 3.80984 -4.17077 0.01 0.09 0.16
C 2.56214 4.93217 -0.34295 0.05 -0.15 -0.03
C -0.25551 -1.38754 2.32352 1.41 -1.19 4.62
O -5.05161 0.13282 -1.51442 -0.13 0.01 -0.04
H -1.88959 0.82568 -0.48470 -0.16 0.05 0.03
O -1.29272 -0.05014 7.52081 -2.13 -3.31 -7.01
H 0.98116 3.85256 0.65814 0.02 0.11 -0.03
H 2.69299 5.78910 -1.01154 -0.08 -0.01 -0.05
C -3.68738 -0.14457 4.49216 1.03 -0.78 3.05
C 1.06691 -2.36294 2.63554 -2.27 1.39 2.02
C 1.47745 -2.76803 4.20553 -2.61 1.95 -0.60
C -0.73786 5.83217 -4.62866 0.05 -0.16 -0.04
H 2.86096 -4.14516 5.57896 -0.43 1.19 -2.07
H -0.22556 6.08992 -3.69533 0.09 -0.20 -0.18
H -7.64752 -1.65980 3.36412 -0.07 1.58 2.03
O -2.61578 0.95083 2.34536 0.77 -5.55 5.98
H -7.65019 4.22448 0.80456 -0.06 -1.97 1.27
C 1.89690 -4.49290 1.07516 0.65 0.13 -0.81
H 5.29131 -2.84410 -4.95429 0.00 0.02 -0.09
C -7.61722 3.28268 1.49892 0.18 -0.57 1.45
C -5.17576 0.83745 -2.75016 0.00 -0.13 0.16
C -6.37825 -0.54185 4.99579 0.32 -0.21 0.05
H 7.36024 -4.85026 -4.74276 -0.04 -0.04 -0.11
C 5.31529 -3.68133 -0.52146 1.07 0.86 -0.20
C 3.45554 -4.91173 0.65868 -1.26 -0.80 0.41
C 1.09516 4.68501 -0.04289 -0.17 -0.05 -0.03
H -1.13928 6.04859 -7.33289 -0.03 -0.10 -0.06
H -6.24891 0.96522 -2.92912 0.12 -0.11 0.25
H -5.42059 1.00726 3.45368 0.38 -2.09 1.24
H 1.19401 -4.73168 0.14047 1.60 0.52 2.03
H 3.36126 2.41276 -2.35941 0.03 0.13 0.26
C 6.82579 -2.36407 1.51626 -2.37 3.69 -0.96
H 5.70972 -3.51763 -1.63004 -1.07 -0.28 2.29
C -7.91031 3.73151 3.07797 0.75 1.23 -1.31
H -1.58042 3.78084 -6.24680 -0.03 0.07 -0.05
H 0.50628 5.52423 -7.68725 -0.12 -0.09 0.00
O -7.40042 2.74715 4.04541 -2.57 0.17 -0.12
H -8.60642 -1.35673 4.96554 1.81 1.23 -1.30
C 5.27984 0.48908 1.01027 2.27 -2.42 1.53
H -0.50864 -1.12258 1.19788 0.41 -0.53 2.78
H 4.62062 -3.30888 -7.37318 -0.01 0.10 0.05
H -5.02277 -0.88871 -4.04019 0.00 0.12 0.01
C 6.42448 0.45132 2.22204 -1.49 -4.73 -3.36
H 5.25393 -2.39639 5.96661 0.11 -2.09 -1.71
H 3.63356 -3.15215 -4.47486 0.14 -0.24 0.00
H 3.72639 -4.69154 -1.36386 0.17 1.31 1.15
H -4.72688 0.66545 -4.85477 -0.01 -0.08 0.14
C -3.72468 -0.14701 -1.07491 -0.01 0.10 -0.02
H 7.35089 -3.41763 1.65467 -1.12 2.63 -0.10
C -3.31439 -0.44937 5.93185 -0.08 0.57 -4.27
H -0.60701 6.68910 -5.29725 -0.09 0.00 -0.04
C 5.62408 -5.39740 -5.90621 -0.07 0.05 0.13
H 0.06126 3.31276 -6.64512 0.01 0.14 0.25
H -2.74709 1.66521 -1.78204 0.07 -0.10 -0.02
H 3.67569 -1.99649 -6.66047 0.01 -0.14 0.04
H -5.28627 -0.82135 3.01343 0.30 1.61 1.86
C 2.78137 4.27099 -3.24531 0.05 0.13 -0.06
C 1.89816 -2.86773 1.30619 -0.88 0.65 0.27
C 5.38055 -2.94185 4.93729 -3.08 -0.98 -2.70
H 5.95859 -4.56274 -0.08091 -0.98 1.82 -0.60
O 2.68284 -2.39003 7.50874 -4.92 -1.02 -0.89
C 2.75105 -3.76459 4.47526 0.05 0.38 -0.66
H 7.71486 -5.28378 -6.43179 -0.12 0.05 0.11
H 2.97448 -2.39210 1.34679 -2.05 -1.22 -0.03
C -2.48445 0.08036 3.35195 -0.10 2.61 -2.37
C -4.56814 0.10046 -3.92947 0.13 -0.09 -0.10
C -5.22576 -0.05639 3.92797 0.38 -0.72 -0.50
C -1.12307 -0.85667 3.60915 1.77 -1.13 -0.06
H -8.38339 2.44308 1.21965 1.40 1.80 0.16
H 2.55111 -4.74104 3.81812 0.55 2.19 1.29
H -4.75888 1.84500 -2.65255 0.09 -0.01 -0.05
C 4.20727 -3.17793 4.00327 3.12 0.64 2.07
C -0.71820 -1.21035 5.19293 1.51 -1.03 -2.74
O 4.65170 -4.81613 -5.03697 0.00 -0.13 0.06
H -2.31884 4.75256 -3.62758 0.04 0.11 -0.03
C 3.89043 -3.06781 -6.59642 -0.01 -0.08 -0.19
C 2.73297 3.27231 -2.10275 0.04 0.06 -0.03
C -8.44184 0.47451 3.47366 -0.03 -0.24 0.25
O 3.23443 3.78908 -0.87244 0.08 -0.01 0.18
C 4.39791 -3.42413 -5.21055 0.00 -0.03 -0.01
H 3.07444 5.18992 0.59039 0.09 -0.20 -0.19
C -7.80461 -0.86555 4.24102 -0.44 0.22 -0.94
H -7.30023 4.73279 3.24727 -1.19 -2.15 -0.13
H 4.73912 1.54455 0.87420 1.09 -2.75 -0.06
H 6.99898 -3.71569 -6.04268 0.02 -0.08 -0.06
H -2.65979 6.47944 -3.88860 0.09 -0.14 -0.05
C 7.17135 -1.02826 2.42202 -1.96 0.39 -1.93
H 4.44591 -2.94233 2.85806 -0.55 -1.44 2.52
H -3.49197 -0.04548 -3.80961 -0.04 0.08 -0.04
H 4.19691 -4.79697 1.56770 -1.54 -0.03 -1.84
P 1.10259 -2.62882 7.29942 5.34 1.08 -0.04
H -7.77630 0.68185 2.52704 -1.30 -0.24 1.97
H -3.36198 1.76269 -0.13257 0.14 -0.18 -0.03
H -9.54017 2.28301 4.47011 2.44 -0.74 -0.17
H 5.68871 -6.45716 -5.63650 -0.20 0.20 0.10
H 3.12996 -0.18198 -0.44925 1.71 -1.02 -1.19
O -0.06557 4.68908 -5.15815 0.04 0.01 0.06
H 1.38348 -2.39829 0.33671 1.06 -0.82 2.34
H 0.45038 -1.82816 8.30356 -0.36 -0.55 -1.07
H 6.42206 -3.38269 4.55501 -2.22 2.11 0.66
H 3.42171 -6.05453 0.34455 0.27 2.21 0.74
C 4.92764 -0.84208 0.09633 1.56 0.13 2.11
H 3.80628 4.62423 -3.40153 -0.10 -0.10 0.03
H 0.53048 4.43384 -0.94391 0.01 0.09 0.02
C 7.00172 -4.77471 -5.77386 0.12 0.14 0.00
H -0.87754 4.70984 -8.45648 0.06 0.03 0.12
H -6.46257 0.25586 5.86436 -0.05 -1.58 -1.87
C -2.20484 5.58501 -4.32860 -0.18 -0.05 -0.03
H 2.97547 -3.62527 -6.82384 0.09 0.10 0.07
H -8.29859 1.39738 5.58231 0.13 1.26 -2.43
C -8.44895 1.80152 4.46961 -0.95 -1.29 -0.21
H 0.74512 -4.02442 7.58369 -0.11 1.18 -0.52
C 0.58482 -2.16826 5.48658 -1.73 1.12 -3.73
C -1.69652 -0.54059 6.34636 0.42 1.85 3.44
H 1.46875 -5.12133 1.96460 0.98 1.34 -1.53
C -0.51863 5.17099 -7.53103 0.02 0.20 -0.04
C -2.88199 1.09717 -0.85804 -0.04 0.23 -0.07
H -3.23686 -0.84016 -1.76907 0.05 0.05 -0.05
O 3.87400 -0.67160 -0.94730 1.00 0.39 3.73
H -3.81722 -0.68012 -0.12272 -0.22 0.09 -0.14
H 2.16072 5.14859 -3.04718 -0.05 -0.12 -0.09
H 7.98988 -1.10126 3.28583 -2.01 0.04 -2.18
H 6.65640 1.39144 2.88653 -0.49 -2.21 -1.52
N 3.84693 -4.04540 -0.53233 1.21 -1.71 -0.04
H -9.04201 4.00235 3.20879 2.04 -0.78 0.00
H 0.64021 5.57944 0.39712 0.09 -0.14 -0.04
H 1.71958 2.88084 -1.96109 -0.06 0.09 -0.05
H 5.27038 -5.36535 -6.94174 0.06 0.08 -0.03
C 5.65311 -2.29709 0.32597 1.08 2.78 2.43
H -4.17317 -0.64290 6.73660 2.34 0.66 -1.82
H -6.54552 2.78816 1.50114 -2.11 1.14 -0.20
H -9.54696 0.26510 3.07618 2.42 0.26 0.96
H -2.76952 5.33384 -5.22962 0.01 0.10 0.03
H -6.03102 -1.54503 5.50583 -0.56 1.93 -1.05
C -0.56703 4.17231 -6.38847 0.02 0.06 0.06